Formula: C39H97N8O20P3
Source: the Open Molecules 2025 dataset
Level of theory: wB97M-V/def2-TZVPD

XYZ file:
```
167
C39H97N8O20P3, DFT wB97M-V/def2-TZVPD
C -9.385 8.820 13.479
C -9.263 8.242 12.070
C -8.967 9.223 10.930
C -10.143 10.213 10.676
C -11.492 9.613 10.269
C -11.380 8.700 9.023
H -10.379 9.074 13.864
H -8.723 9.662 13.690
H -9.152 8.094 14.266
H -8.327 7.699 12.237
H -10.082 7.568 11.826
H -8.675 8.602 10.080
H -8.144 9.915 11.126
H -10.154 10.830 11.578
H -9.752 10.881 9.902
H -11.857 8.940 11.046
H -12.200 10.435 10.166
H -10.861 9.122 8.160
H -10.930 7.755 9.326
H -12.354 8.464 8.588
C 1.412 15.065 10.327
C 1.720 14.306 11.629
O 1.202 14.619 12.685
N 2.416 13.152 11.440
C 2.955 12.340 12.495
H 0.328 15.182 10.379
H 1.572 14.439 9.450
H 1.890 16.039 10.365
H 2.373 12.773 10.510
H 2.462 12.446 13.459
H 4.035 12.480 12.551
H 2.772 11.277 12.308
C -1.626 16.618 8.298
C -3.142 16.613 8.431
O -3.819 17.454 7.822
N -3.801 15.703 9.164
C -5.235 15.852 9.395
H -1.335 17.547 8.790
H -1.338 16.675 7.251
H -1.080 15.801 8.766
H -3.387 14.877 9.574
H -5.825 15.208 8.740
H -5.578 16.878 9.347
H -5.446 15.435 10.384
C -4.925 12.865 14.523
C -5.463 12.951 15.937
O -6.491 12.383 16.269
N -4.776 13.786 16.761
C -5.096 14.095 18.135
H -4.386 13.797 14.338
H -5.568 12.770 13.654
H -4.294 11.974 14.536
H -3.933 14.191 16.390
H -5.879 14.852 18.127
H -4.235 14.386 18.733
H -5.434 13.184 18.632
C 1.968 12.900 16.899
C 1.553 11.785 15.943
O 2.197 10.745 15.866
N 0.472 11.991 15.185
C -0.475 13.050 15.124
H 1.768 13.855 16.407
H 2.983 12.864 17.278
H 1.287 12.876 17.754
H 0.240 11.110 14.743
H -1.264 13.048 15.887
H -1.125 12.848 14.268
H -0.042 14.041 15.016
C -2.635 16.981 4.438
C -2.839 15.635 3.780
O -3.489 15.504 2.756
N -2.394 14.581 4.469
C -2.507 13.214 4.029
H -3.396 17.661 4.064
H -1.640 17.385 4.237
H -2.726 16.966 5.525
H -1.739 14.759 5.214
H -1.985 12.431 4.579
H -2.023 13.242 3.047
H -3.470 12.722 3.885
C -5.646 10.038 7.369
C -5.127 9.629 6.018
O -4.510 10.410 5.289
N -5.233 8.352 5.586
C -4.810 7.883 4.271
H -6.720 10.231 7.288
H -5.267 10.992 7.724
H -5.457 9.268 8.114
H -5.539 7.634 6.224
H -4.921 8.791 3.676
H -5.624 7.273 3.871
H -3.864 7.358 4.170
C 0.199 6.939 10.270
C 0.344 7.430 8.844
O 0.556 8.591 8.537
N 0.133 6.448 7.945
C 0.299 6.791 6.526
H -0.514 7.553 10.829
H 1.152 7.036 10.788
H -0.248 5.954 10.408
H -0.194 5.528 8.172
H -0.463 7.519 6.238
H 0.050 5.963 5.863
H 1.299 7.186 6.373
C 3.412 15.054 5.932
C 2.466 13.913 6.145
O 1.437 13.839 5.489
N 2.802 13.084 7.135
C 1.996 11.950 7.582
H 4.030 15.302 6.798
H 2.803 15.960 5.888
H 3.983 14.952 5.013
H 3.726 13.159 7.522
H 1.027 12.302 7.935
H 2.433 11.336 8.368
H 1.864 11.249 6.757
C -1.314 9.130 3.669
O -1.380 10.081 2.619
P -1.933 9.680 1.170
O -1.187 8.666 0.400
O -3.494 9.291 1.410
C -4.158 8.390 0.540
O -2.097 11.038 0.389
C -1.095 12.010 0.238
H -1.688 8.129 3.451
H -1.857 9.527 4.528
H -0.266 9.049 3.962
H -4.556 8.910 -0.333
H -4.993 7.839 0.972
H -3.431 7.650 0.200
H -0.740 12.166 -0.780
H -0.189 11.715 0.781
H -1.409 12.942 0.706
C -3.791 7.422 8.770
O -4.925 6.800 8.260
P -5.548 5.448 8.822
O -4.702 4.225 8.749
O -6.059 5.830 10.306
C -6.951 5.014 11.037
O -6.919 5.374 8.019
C -6.930 5.570 6.609
H -3.069 6.676 9.121
H -4.083 8.088 9.585
H -3.302 7.962 7.959
H -7.310 4.088 10.586
H -7.820 5.662 11.173
H -6.481 4.773 11.990
H -7.630 4.869 6.158
H -5.979 5.463 6.086
H -7.300 6.573 6.389
C -1.817 10.541 7.805
O -2.876 10.856 8.705
P -2.653 11.392 10.187
O -2.224 12.812 10.296
O -4.029 10.963 10.853
C -5.099 11.884 10.700
O -1.665 10.343 10.860
C -0.449 10.687 11.484
H -2.130 10.847 6.803
H -1.805 9.456 7.719
H -0.800 10.922 7.870
H -5.561 12.106 11.662
H -5.921 11.437 10.135
H -4.904 12.837 10.209
H -0.408 11.772 11.624
H 0.417 10.497 10.844
H -0.146 10.277 12.448
```

Its frontier orbital gap is 8.98 eV. For the HOMO energy, the calculation gives -8.8679 eV. Its largest force on an atom is 0.0528 Eh/bohr. The spin multiplicity is 1.